DFT (the ωB97M-V functional and the def2-TZVPD basis) results for a cluster of 2 separate species, C5H4F3NOS in total.

Output
Molar mass   183.2 g/mol
Frontier orbital gap (alpha / beta)   7.939 / 5.995 eV
E_tot   -1020.5761 Ha

Positions of all 15 atoms, in Å:
1 C -2.090 -0.314 -0.473
2 C -1.506 0.951 -0.795
3 C -1.383 -0.863 0.543
4 C -0.410 1.145 0.089
5 C 2.723 -1.587 0.008
6 N -0.376 0.067 0.915
7 O 0.624 3.310 -0.922
8 F 2.859 -0.331 -0.519
9 F 2.847 -1.435 1.310
10 F 1.522 -2.084 -0.216
11 S 0.905 2.275 0.058
12 H -2.977 -0.788 -1.019
13 H -1.697 1.627 -1.496
14 H -1.526 -1.753 1.087
15 H 0.486 -0.220 1.431

***

DFT (the ωB97M-V functional and the def2-TZVPD basis) results for the molecule C5H4F3NS2.

Output
Molar mass   199.2 g/mol
Frontier orbital gap   8.274 eV
Structure (SMILES)   FC(F)(F)[C@H](S)c1nccs1
E_tot   -1343.6072 Ha

Positions of all 15 atoms, in Å:
1 C 0.217 -2.364 -0.116
2 C 0.813 -2.437 1.128
3 C 0.222 -0.243 0.437
4 C -0.061 1.120 0.203
5 C -1.342 1.483 -0.585
6 N -0.127 -1.168 -0.425
7 F -1.707 2.734 -0.520
8 F -2.297 0.773 -0.023
9 F -1.263 1.134 -1.833
10 S 1.091 -0.833 1.790
11 S 1.537 1.727 -1.259
12 H 0.127 -3.154 -0.852
13 H 1.216 -3.319 1.718
14 H -0.002 1.680 1.090
15 H 1.576 2.867 -0.753

***

DFT (the ωB97M-V functional and the def2-TZVPD basis) results for the molecule C5H4FNO.

Output
Molar mass   113.1 g/mol
Frontier orbital gap   9.144 eV
Structure (SMILES)   O=C1N=CC=C1CF
E_tot   -422.7462 Ha

Positions of all 12 atoms, in Å:
1 C -1.637 -0.635 -0.124
2 C -0.307 -0.030 0.123
3 C 0.116 0.737 1.117
4 C 1.562 1.059 0.798
5 C 0.857 -0.227 -0.814
6 H -1.579 -1.732 -0.111
7 H -1.989 -0.351 -1.146
8 H -0.466 0.994 2.019
9 H 2.190 1.647 1.463
10 N 1.993 0.528 -0.284
11 O 0.893 -0.928 -1.791
12 F -2.533 -0.250 0.833

***

Look up the E_tot of the first one.
-1020.5761 Ha

***

Number 3 is which compound?
C5H4FNO

***

Copy entry 2 word for word.
DFT (the ωB97M-V functional and the def2-TZVPD basis) results for the molecule C5H4F3NS2.

Output
Molar mass   199.2 g/mol
Frontier orbital gap   8.274 eV
Structure (SMILES)   FC(F)(F)[C@H](S)c1nccs1
E_tot   -1343.6072 Ha

Positions of all 15 atoms, in Å:
1 C 0.217 -2.364 -0.116
2 C 0.813 -2.437 1.128
3 C 0.222 -0.243 0.437
4 C -0.061 1.120 0.203
5 C -1.342 1.483 -0.585
6 N -0.127 -1.168 -0.425
7 F -1.707 2.734 -0.520
8 F -2.297 0.773 -0.023
9 F -1.263 1.134 -1.833
10 S 1.091 -0.833 1.790
11 S 1.537 1.727 -1.259
12 H 0.127 -3.154 -0.852
13 H 1.216 -3.319 1.718
14 H -0.002 1.680 1.090
15 H 1.576 2.867 -0.753